1.
Entry from the OMol25 dataset: a 7-piece molecular cluster, H14O7 overall at a distorted geometry (ωB97M-V/def2-TZVPD).

Calculated values
E: -534.665054 a.u.
total charge: +1
maximum force: 2.13 eV/Å
LUMO energy (alpha / beta): -3.215 / -11.066 eV
HOMO-LUMO gap (alpha / beta): 10.6 / 2.7 eV
multiplicity: 2
<S²>: 0.756
ΔE to the lowest compared entry with this formula, charge and spin: 23.8 kcal per mole

```
21
Properties=species:S:1:pos:R:3:forces:R:3
O 2.37349 -1.33615 2.49129 0.3 0.1 -0.4
H 1.98406 -1.73426 3.26982 -0.1 -0.2 0.3
H 1.73263 -0.68337 2.20948 -0.2 0.2 0.1
O 2.13324 2.45165 -0.26665 1.3 0.3 -0.3
H 1.76365 2.83203 0.53017 -0.3 0.7 0.9
H 1.50998 1.77033 -0.51879 -1.4 -1.4 -0.7
O 2.93811 -1.40929 -0.49190 0.0 0.7 -0.5
H 2.33521 -1.54285 0.23948 -0.4 -0.2 0.8
H 3.45667 -2.21315 -0.52532 0.5 -0.4 -0.1
O -3.05795 0.32701 -1.19554 0.3 0.0 0.3
H -3.01777 0.38359 -2.15022 0.1 0.0 -0.4
H -3.82832 -0.21309 -1.01935 -0.3 -0.2 0.2
O -2.97249 3.14700 -1.10609 0.4 0.4 0.0
H -3.05165 2.21081 -0.92303 -0.2 -0.4 0.1
H -3.79962 3.37985 -1.52785 -0.2 0.2 -0.1
O 0.02117 0.46639 -0.42634 0.9 0.9 0.0
H -0.86869 0.72380 -0.18524 -0.6 0.2 -0.1
H 0.07005 -0.46375 -0.20568 0.1 -1.0 0.0
O 0.22214 -2.33537 0.53977 0.0 0.5 -0.1
H -0.56152 -2.60592 1.01822 -0.3 -0.1 0.2
H 0.61761 -3.15526 0.24378 0.1 -0.3 -0.2
```
Positions in Å, forces in eV/Å.


2.
Entry from the OMol25 dataset: C9H15IS as an isolated structure at a distorted geometry (ωB97M-V/def2-TZVPD).

Calculated values
E: -1047.550458 a.u.
maximum force: 4.83 eV/Å
LUMO energy (alpha / beta): 0.641 / -3.338 eV
HOMO-LUMO gap (alpha / beta): 5.8 / 5.2 eV
multiplicity: 3
<S²>: 2.010
ΔE to the lowest compared entry with this formula, charge and spin: 30.4 kcal per mole

```
26
Properties=species:S:1:pos:R:3:forces:R:3
C -1.51961 -0.64956 -1.19490 -0.4 0.3 -2.7
C -1.79495 -1.01760 0.01555 -1.5 -0.5 3.4
C -0.20125 -1.18197 -1.62640 -1.4 0.2 0.8
C 0.41873 -1.10309 -2.78577 -3.0 1.5 -0.8
C 0.30441 -1.93232 -0.43071 0.1 -0.7 -0.6
C -0.69473 -1.78579 0.67676 -1.9 -1.5 1.2
C -0.10719 -0.99710 1.87071 -2.3 -3.0 1.1
C 0.67999 2.43606 1.66284 1.5 0.0 1.3
C 0.56584 2.66285 0.19763 -3.2 -3.6 0.2
S 0.55180 1.03998 -0.75661 2.2 2.9 -0.4
I 2.15386 3.87297 -0.65725 2.5 1.4 -1.4
H -2.20667 -0.10836 -1.84332 0.3 0.1 0.1
H -2.67504 -0.78102 0.67655 0.7 -0.1 -1.2
H 1.28677 -1.63705 -2.81636 2.5 -1.0 -0.9
H -0.08568 -0.55839 -3.62294 1.0 -0.7 0.6
H 0.29224 -2.92945 -0.79744 0.6 -1.2 0.1
H 1.28242 -1.62083 -0.12571 0.7 -0.1 0.0
H -1.16051 -2.84860 1.05644 1.2 2.4 -0.8
H 0.54479 -0.32099 1.42672 1.4 1.3 0.0
H 0.36975 -1.85348 2.45529 -0.2 1.9 -0.1
H -0.95471 -0.48349 2.42761 1.3 -0.7 -0.3
H 1.65004 1.93217 1.98369 -0.9 0.8 -0.6
H -0.07812 1.86877 2.19669 -0.5 0.0 -0.4
H 0.65858 3.44888 2.08718 0.2 -0.2 0.3
H -0.39731 3.04050 -0.08596 -0.4 0.9 0.1
H 1.11658 1.50690 -1.99028 -0.7 -0.3 1.3
```
Positions in Å, forces in eV/Å.


3.
Entry from the OMol25 dataset: C10H12N2O as an isolated structure at a distorted geometry (ωB97M-V/def2-TZVPD).

Calculated values
E: -572.670192 a.u.
maximum force: 9.16 eV/Å
LUMO energy: 0.374 eV
HOMO-LUMO gap: 8.8 eV
ΔE to the lowest compared entry with this formula, charge and spin: 229.7 kcal per mole

```
25
Properties=species:S:1:pos:R:3:forces:R:3
C -2.36664 -0.33380 -1.23865 -3.1 0.0 2.4
C -1.41648 -0.81986 -0.27306 3.2 -2.0 3.7
C -1.74739 -1.97159 0.44806 3.0 0.4 2.1
C -1.05548 -2.44425 1.62430 3.9 7.9 -1.8
C -0.04855 -1.44484 2.07545 -0.5 -1.0 4.0
C 0.42374 -0.26906 1.35542 2.3 -3.8 4.0
C 1.88168 0.22845 1.57851 1.0 2.0 2.4
C 2.39037 0.96833 0.36192 2.2 -0.9 -1.7
C 1.34338 1.89863 -0.29376 0.4 -0.4 0.0
C -0.27883 -0.10276 0.28810 -2.2 3.2 -8.3
H -2.19714 -0.34101 -2.33932 -0.3 -0.3 1.2
H -3.14186 -1.10591 -0.63025 0.0 2.7 -3.6
H -2.51456 0.70366 -0.78624 -0.6 -0.9 -1.5
H -2.67912 -2.39945 0.45571 -2.3 -1.3 -1.3
H -1.19033 -3.30474 2.12653 -1.0 -2.6 1.7
H 0.27724 -1.31084 3.36779 -0.6 -1.3 -4.1
H 2.07497 0.91804 2.54837 -0.9 -1.8 -1.8
H 2.66657 -0.57073 1.55081 -1.4 0.0 1.3
H 2.61711 -0.17608 -0.25970 -0.3 4.2 0.3
H 3.49660 1.71965 0.49099 -3.4 -2.8 -0.2
H 1.16735 2.82054 0.50343 0.1 -2.2 -2.5
H 1.86350 2.11894 -1.31495 -1.6 0.6 1.9
N 0.07473 1.06673 -0.62239 2.1 0.6 -0.7
N -0.09424 0.84129 -2.07103 0.1 0.1 1.6
O 0.36767 1.66453 -2.80212 -0.1 -0.4 1.0
```
Positions in Å, forces in eV/Å.


4.
Entry from the OMol25 dataset: one molecule with the formula C16H22N4O4 (ωB97M-V/def2-TZVPD).

Calculated values
E: -1142.927985 a.u.
maximum force: 0.93 eV/Å
LUMO energy: 0.398 eV
SMILES: CCN(CC)CCN/C=C1/C(=O)NC(=O)N(Cc2ccco2)C1=O
HOMO-LUMO gap: 8.8 eV
ΔE to the lowest compared entry with this formula, charge and spin: 21.8 kcal per mole

```
46
Properties=species:S:1:pos:R:3:forces:R:3
C -4.97775 -2.39228 1.42952 -0.1 0.0 -0.3
H -5.38452 -1.69558 2.15740 0.0 0.1 0.1
H -5.40798 -3.37453 1.60730 0.0 -0.1 0.1
H -3.90286 -2.46215 1.57302 0.1 0.0 0.1
C -5.32731 -1.92806 0.01936 0.0 -0.1 0.2
N -4.90601 -0.55788 -0.21296 -0.1 0.0 0.0
C -3.46760 -0.39428 -0.27146 0.1 0.3 0.4
H -3.16257 0.08217 -1.21048 0.0 -0.1 0.0
H -2.96266 -1.36529 -0.22117 0.0 0.0 -0.1
C -2.97308 0.47533 0.90481 -0.5 -0.2 -0.3
N -1.54201 0.57233 0.91080 0.4 -0.2 0.1
C -0.85010 1.57495 0.42223 0.3 0.0 0.1
C 0.53113 1.59296 0.31801 -0.1 -0.1 0.0
C 1.31284 0.44639 0.71459 -0.3 0.4 -0.1
O 0.82660 -0.58492 1.16988 0.1 -0.2 0.1
N 2.68673 0.54442 0.56530 0.2 -0.4 0.1
C 3.34882 1.64704 0.05878 -0.1 0.1 0.0
O 4.54974 1.69323 -0.05954 0.2 0.0 -0.1
N 2.54469 2.70044 -0.29679 0.1 0.4 -0.2
C 1.16087 2.78162 -0.21800 -0.1 -0.2 0.1
O 0.58423 3.78446 -0.58409 -0.1 0.2 -0.1
H 3.02566 3.51340 -0.66508 -0.1 -0.2 0.1
C 3.48163 -0.62328 0.91983 0.2 -0.3 0.2
C 3.26656 -1.73117 -0.05950 -0.1 0.5 -0.7
C 3.06654 -1.71480 -1.40850 0.1 0.2 0.7
C 2.90903 -3.06797 -1.79804 0.0 -0.4 0.4
C 3.02663 -3.79866 -0.65832 -0.1 -0.2 -0.9
O 3.24034 -2.99666 0.39888 0.1 0.1 0.5
H 2.98191 -4.85314 -0.47229 0.0 -0.1 0.1
H 2.73465 -3.43602 -2.78815 0.0 -0.2 -0.2
H 3.03935 -0.85265 -2.04346 0.0 0.2 -0.1
H 3.18565 -0.97006 1.91360 0.1 0.1 -0.1
H 4.52728 -0.30148 0.93075 -0.2 -0.1 0.1
H -1.38494 2.45951 0.09250 -0.1 0.0 0.0
H -0.97740 -0.24202 1.17670 -0.1 0.2 0.0
H -3.30735 0.02420 1.84082 0.0 0.1 0.0
H -3.40550 1.47387 0.82457 0.0 0.0 0.1
C -5.61343 0.10470 -1.29413 0.0 0.2 0.0
C -5.52466 1.62292 -1.18057 -0.1 -0.3 -0.1
H -5.84747 1.93731 -0.19181 0.0 0.1 0.1
H -4.51199 1.97848 -1.35063 0.1 0.1 0.0
H -6.17279 2.08237 -1.92242 0.0 0.1 -0.1
H -6.66445 -0.18411 -1.22592 0.1 0.0 0.0
H -5.24156 -0.21381 -2.28432 -0.1 0.0 0.0
H -4.88875 -2.62336 -0.71823 -0.1 0.0 0.0
H -6.41270 -1.96457 -0.09544 0.1 0.0 -0.1
```
Positions in Å, forces in eV/Å.


5.
Entry from the OMol25 dataset: C12H34N8O20PS2 as an isolated structure at a distorted geometry (ωB97M-V/def2-TZVPD).

Calculated values
E: -3557.546742 a.u.
total charge: -1
maximum force: 3.71 eV/Å
LUMO energy: 1.651 eV
HOMO-LUMO gap: 6.7 eV

```
77
Properties=species:S:1:pos:R:3:forces:R:3
C -0.76732 -2.64298 -2.09584 0.2 0.3 -0.4
C -0.81776 -1.81480 -3.39307 -0.8 0.5 1.2
C -1.01761 -0.34676 -3.05147 0.4 -1.4 0.2
O -2.30437 -0.27943 -2.44575 0.5 0.8 -0.1
C -2.47948 1.00579 -1.92531 -0.8 -0.4 -0.1
S -2.72485 1.04675 -0.11108 -2.2 0.4 2.5
O -2.81484 -0.28362 0.49243 0.9 0.8 -1.1
O -4.01408 1.75142 0.07720 1.3 0.2 -0.8
N -1.55202 2.04972 0.49411 0.3 -2.4 -0.2
S -0.12389 1.25489 0.78540 1.9 1.7 -2.7
O 0.97124 2.15582 0.34220 -1.1 -0.3 0.8
O 0.02325 -0.06087 0.13949 -0.7 0.7 1.1
P 0.03398 1.16093 2.94495 -0.9 -1.2 1.5
C -0.66864 2.82397 3.40712 0.9 -0.5 -1.1
O 1.64832 1.20121 3.34699 -0.8 1.1 -1.0
H -1.13866 -2.09664 -1.23799 -0.2 0.2 0.1
H -1.38068 -3.52488 -2.22116 0.1 -0.5 0.1
H 0.27010 -2.88414 -1.90084 0.2 -0.4 0.2
H -1.70693 -2.11611 -3.93341 0.0 -0.1 -0.6
H 0.07497 -1.97985 -3.96041 0.3 0.1 -0.5
H -0.26861 -0.04718 -2.32427 0.2 0.2 0.1
H -0.94179 0.28881 -3.92650 -0.2 0.3 -0.3
H -3.36890 1.42224 -2.38209 -0.5 0.2 0.4
H -1.68535 1.68673 -2.16587 0.6 0.1 0.2
H -1.58598 2.72115 3.96168 -0.1 -0.3 0.4
H -0.91089 3.37048 2.51062 -0.1 0.2 -0.3
H 0.10486 3.37646 3.91232 0.1 0.1 0.5
H 1.83808 0.47885 3.95246 -0.1 -0.2 0.0
C -6.37918 3.99551 0.69373 0.4 -0.1 -0.1
N -6.83134 4.64341 1.95199 0.2 -0.3 -0.6
O -6.00747 4.88443 2.78954 0.6 0.2 0.7
O -8.01030 4.88894 2.05095 -0.9 0.2 0.0
H -5.30791 3.83333 0.74181 0.0 -0.1 0.1
H -6.90453 3.05094 0.60572 0.0 0.0 0.0
H -6.63513 4.66412 -0.12247 -0.1 0.0 0.0
C 4.65562 -1.14720 6.20878 0.1 -0.2 0.2
N 3.33884 -0.46882 6.14863 0.5 -0.2 0.1
O 2.94718 0.09245 7.13309 -0.3 0.5 0.8
O 2.73942 -0.53312 5.10281 -0.1 -0.4 -0.5
H 5.06885 -1.00776 7.20027 -0.1 0.1 0.0
H 4.48808 -2.20249 5.99593 0.0 0.5 0.0
H 5.29120 -0.69494 5.45470 -0.1 -0.1 -0.1
C 0.68143 6.47546 0.85989 0.3 -0.1 -0.2
N -0.12556 6.38205 2.10031 0.4 -0.1 -0.6
O 0.14824 5.50264 2.86760 0.3 -0.3 0.7
O -1.00430 7.19302 2.24724 -0.6 0.7 0.1
H 1.42060 5.68339 0.86944 -0.1 -0.1 0.0
H 0.00270 6.36099 0.02122 0.0 0.1 0.0
H 1.15407 7.45271 0.85239 -0.1 0.1 0.0
C -1.55331 3.73935 -6.22572 0.0 0.1 -0.3
N -0.77360 3.15353 -5.10861 -0.3 0.2 -0.4
O 0.40644 2.99461 -5.27302 1.0 -0.1 -0.2
O -1.38361 2.87634 -4.11296 -0.5 -0.1 0.6
H -0.87964 3.93624 -7.05006 0.1 0.0 0.0
H -2.31265 3.01672 -6.50706 -0.1 0.0 0.1
H -2.00327 4.65753 -5.86251 -0.1 0.0 0.1
C 4.08203 -5.13632 3.23686 0.1 -0.1 -0.1
N 5.18608 -4.36269 3.85385 -0.6 -0.4 -0.3
O 6.30092 -4.53842 3.45023 0.9 -0.1 -0.3
O 4.88004 -3.59154 4.73168 0.0 0.2 0.4
H 4.49318 -5.77899 2.47340 0.1 0.0 0.0
H 3.61430 -5.71771 4.02442 -0.1 0.1 0.0
H 3.38545 -4.42590 2.81033 -0.1 0.1 0.1
C 0.11572 -5.63531 0.81423 -0.3 0.1 0.0
N 1.48299 -6.17941 0.63049 -0.7 0.3 0.0
O 1.76753 -6.64165 -0.43658 0.3 -0.4 -0.9
O 2.22772 -6.11877 1.57804 0.4 -0.1 0.7
H -0.42917 -5.75801 -0.11055 0.0 0.0 -0.1
H -0.35072 -6.19404 1.61969 0.1 0.1 0.1
H 0.21229 -4.58413 1.07110 0.0 0.0 0.1
C 2.54741 -3.74312 -5.99524 0.2 0.2 0.0
N 1.33323 -4.48040 -5.56786 0.5 0.3 -0.1
O 0.73678 -4.05920 -4.61654 -0.4 0.1 0.7
O 1.03148 -5.45316 -6.21055 -0.2 -0.7 -0.6
H 2.69117 -2.90049 -5.33022 -0.1 0.0 0.1
H 3.38404 -4.43158 -5.93718 0.0 -0.1 -0.1
H 2.38450 -3.41051 -7.01517 0.0 -0.1 -0.1
```
Positions in Å, forces in eV/Å.


6.
Entry from the OMol25 dataset: a 3-piece molecular cluster, C3H8N2O2 overall at a distorted geometry (ωB97M-V/def2-TZVPD).

Calculated values
E: -379.081016 a.u.
maximum force: 2.31 eV/Å
LUMO energy: 0.436 eV
SMILES: c1c[nH]cn1.O.O
HOMO-LUMO gap: 9.4 eV
ΔE to the lowest compared entry with this formula, charge and spin: 37.6 kcal per mole

```
15
Properties=species:S:1:pos:R:3:forces:R:3
C 1.03660 2.11442 -1.50332 0.5 -0.6 0.0
C 0.13778 1.34622 -0.82053 1.1 2.0 -0.1
N -0.17218 0.32545 -1.65415 -0.7 -0.8 0.7
C 0.57788 0.47559 -2.78752 -0.2 0.1 0.3
N 1.28518 1.56199 -2.73433 0.8 0.1 -0.1
H 1.69296 2.85726 -1.06704 -0.5 0.3 -0.4
H -0.15086 1.67983 0.15736 -0.8 -1.0 0.3
H -0.87144 -0.36076 -1.41984 0.1 -0.2 -0.4
H 0.68082 -0.28374 -3.53549 -0.4 -0.1 -0.3
H -0.81603 -0.57743 6.53201 -0.1 0.0 0.1
H -0.87386 0.49789 5.46476 -0.1 0.0 0.1
O -1.20975 0.28135 6.34328 0.2 -0.1 -0.2
H -0.12438 -2.62437 -1.19327 -0.1 0.0 0.0
H -0.36175 -4.06857 -0.85310 -0.3 0.1 0.0
O -0.83096 -3.22513 -0.92883 0.4 -0.1 -0.1
```
Positions in Å, forces in eV/Å.